Formula: C47H54N6NdOP2S3
Source: the OMol25 dataset
Level of theory: ωB97M-V/def2-TZVPD

As for the spin multiplicity: 4. As for the net charge: +3. For the energy above the lowest of the compared OMol25 structures with the same formula, charge and spin, the calculation gives 0.0000 eV. Its frontier orbital gap (alpha / beta) is 9.0 / 9.1 eV.

Element x y z (Å)
H -3.00 -3.90 -1.69
O -3.80 7.29 -1.52
H 2.44 -1.21 6.49
H -0.98 -2.12 4.63
H 0.32 -1.06 -4.15
H -4.34 0.65 -3.09
C 4.54 -1.59 0.06
H 1.05 -3.20 -2.67
H -1.05 -6.86 -0.08
H 2.48 1.50 -5.40
H -3.46 1.90 3.15
H -1.88 7.28 -0.74
C 1.61 0.77 6.37
N -2.45 4.89 -1.96
C 2.04 -0.44 5.84
C -1.61 -0.91 2.98
H 1.73 -5.57 -3.07
C -3.90 4.88 -1.65
H 0.46 -0.33 -5.78
H 5.52 2.04 -2.12
C 0.01 -0.23 -4.79
H 4.17 4.28 -1.61
C -2.31 0.21 2.53
C -2.42 -1.84 -1.85
C 1.46 0.34 3.67
C -0.59 -6.06 -0.65
C -0.66 -3.52 2.50
C -2.91 1.03 3.48
H 2.30 -1.60 4.04
H 3.99 2.72 -3.93
N 0.82 -1.46 1.76
H 0.20 3.59 -4.89
H 0.78 2.71 5.97
C -2.82 0.72 4.83
H -3.75 6.08 0.15
S -0.67 -1.88 1.83
H 0.68 -7.38 -1.77
H -0.72 -7.05 3.94
H -2.84 -5.85 3.55
P 0.50 1.34 -3.99
C 3.06 -0.30 1.43
C -0.70 -6.05 3.53
H -2.38 0.41 1.48
N 0.70 1.16 1.16
C -2.79 -0.55 -2.24
C -4.22 6.13 -0.84
N 0.21 -1.11 -1.47
H 4.81 0.42 -2.31
C 0.52 -5.45 3.23
H 2.54 4.30 -0.91
S 1.38 0.09 1.91
C -1.90 -5.38 3.31
C 1.10 1.76 5.55
C 5.61 -1.18 0.85
C 3.26 -1.15 0.34
H -3.29 1.36 5.56
C -2.40 7.31 -1.71
H -5.24 -3.51 -2.66
H -2.07 -0.66 6.30
C -0.10 2.59 -5.19
C -3.29 -2.91 -2.00
H -5.90 -1.24 -3.37
H -2.16 8.25 -2.21
C 4.13 0.15 2.20
H 3.96 0.84 3.02
P 3.13 2.09 -1.74
C 2.99 2.52 -3.54
H 2.41 -1.50 -0.23
H 2.41 3.45 -3.63
H -4.45 4.91 -2.59
H 0.29 2.37 -6.18
H 1.44 -5.98 3.42
H -2.81 -3.56 2.59
C 0.38 -6.35 -1.59
H -4.15 3.98 -1.10
H 1.68 0.94 7.44
H 6.25 0.04 2.49
Nd 0.46 1.06 -1.06
C -1.68 3.91 -1.66
C -1.52 -1.23 4.32
H -2.10 0.28 -2.10
C 0.98 -5.33 -2.33
C -0.99 -4.75 -0.44
C 3.46 3.73 -1.00
C 0.55 -4.17 2.71
H -1.19 2.56 -5.23
C -4.92 -1.41 -2.94
C 1.96 -0.67 4.48
C -1.89 -4.10 2.78
H 2.73 0.42 -4.02
C 1.03 1.56 4.18
C -4.04 -0.34 -2.78
C 2.32 1.38 -4.32
S -0.85 -2.04 -1.02
H -1.08 -0.26 -4.88
C -4.55 -2.68 -2.54
H 1.48 -3.67 2.46
C -2.13 -0.41 5.25
H 0.65 2.31 3.50
H -1.75 -4.51 0.29
H -5.30 6.22 -0.71
C -1.96 6.14 -2.58
H -2.40 6.23 -3.57
N -0.99 3.01 -1.39
H 4.71 -2.28 -0.76
C 4.80 1.33 -1.71
H 5.07 1.09 -0.69
N -1.47 -1.82 0.49
C 0.60 -4.02 -2.12
C 5.41 -0.29 1.89
H 6.60 -1.55 0.65
H 3.89 3.60 0.00
C -0.38 -3.74 -1.18
H -0.87 6.10 -2.67